(1)
# C39H43As2BaClSi2

C39H43As2BaClSi2 as an isolated structure (ωB97M-V/def2-TZVPD, OMol25).

Energy relative to the best compared isomer or geometry (same formula, charge and spin) = 0.000 eV
Multiplicity = 1
Orbital gap (alpha / beta) = 0.2340 / 0.2188 hartree
Largest force on an atom = 4.8 eV Å⁻¹
E_tot = -191784.722 eV

Last column: Löwdin charge in e.
Atoms and positions in Å:
C -1.704962 -0.985382 3.176572  -0.236
C -2.105695 -0.459749 1.916696  -0.202
C -2.334296 -1.551251 1.039721  -0.234
H -2.265978 0.599845 1.696737  0.081
C -2.083572 -2.754098 1.759151  -0.309
C -1.666538 -2.405283 3.078275  -0.305
H -1.390922 -3.093519 3.882739  0.079
H -1.545068 -0.406692 4.090350  0.067
H -2.699453 -1.481051 0.013393  0.079
H -2.230098 -3.765200 1.376227  0.080
Ba 0.833734 -2.059324 1.427848  1.436
Si 1.331135 1.538698 -2.010536  0.815
C 0.050380 2.902880 -2.194720  -0.333
C 0.122172 4.174897 -2.801348  -0.100
H 1.077867 4.553865 -3.187787  0.104
C -1.011750 5.008128 -2.876873  -0.094
H -0.934921 6.020253 -3.291354  0.104
C -2.246637 4.563817 -2.409442  -0.093
H -3.139829 5.191206 -2.495770  0.105
C -2.327700 3.323083 -1.769388  -0.081
H -3.287571 2.957455 -1.408015  0.105
C -1.167535 2.579434 -1.553360  -0.135
H -1.210232 1.734780 -0.864452  0.092
C 0.410409 -0.361458 -2.180331  -0.340
C -1.065778 -0.541367 -2.339669  -0.212
H -1.737597 0.282068 -2.503943  0.099
C -1.562362 -1.843503 -2.730951  -0.217
H -2.555530 -1.963110 -3.156314  0.140
C -0.869656 -3.003562 -2.270590  -0.126
H -1.298523 -3.994921 -2.403619  0.130
C 0.319363 -2.792685 -1.593993  -0.257
H 0.682620 -3.620635 -0.976395  0.083
C 1.000723 -1.561126 -1.655120  -0.271
H 1.980086 -1.496520 -1.162343  0.059
H 1.509345 1.372550 -0.541867  -0.027
Si -0.153316 -1.238737 -3.859072  0.726
C 0.383292 -2.618555 -5.017810  -0.222
C -0.224806 -2.569435 -6.272778  -0.092
H -0.806176 -1.691139 -6.530114  0.093
C -0.120756 -3.621407 -7.190039  -0.076
H -0.581413 -3.550366 -8.167782  0.102
C 0.578042 -4.773476 -6.833623  -0.083
H 0.651167 -5.624771 -7.522296  0.107
C 1.191902 -4.838135 -5.574001  -0.077
H 1.753941 -5.732394 -5.300607  0.104
C 1.105849 -3.762467 -4.686743  -0.091
H 1.606293 -3.821242 -3.727836  0.097
C -0.286796 0.371838 -4.992269  -0.246
C -1.560029 0.903047 -5.197755  -0.106
H -2.438560 0.342115 -4.871127  0.106
C -1.712648 2.153370 -5.802954  -0.081
H -2.725024 2.510326 -5.992279  0.104
C -0.610137 2.913052 -6.194957  -0.085
H -0.742819 3.882229 -6.677346  0.106
C 0.662204 2.370386 -5.982999  -0.088
H 1.532795 2.940727 -6.299727  0.103
C 0.825594 1.115518 -5.380079  -0.118
H 1.832649 0.735359 -5.203960  0.106
H 2.596715 2.277709 -2.286580  -0.028
Cl 3.500071 -1.256271 1.513681  -0.541
C 3.747615 -0.418191 5.587884  -0.300
As 2.137933 -0.927816 4.588050  1.001
C 2.089690 -2.826206 5.127332  -0.331
C 0.866589 -0.253437 5.977554  -0.432
C 0.722446 -0.902644 7.197780  -0.117
C -0.172602 -0.399774 8.156283  -0.085
C -0.877383 0.775194 7.889763  -0.087
C -0.706008 1.468061 6.676472  -0.112
C 0.157113 0.943609 5.720955  -0.444
As 0.531800 1.880562 3.998198  1.099
C -0.959863 3.150052 4.089424  -0.344
C 1.917717 3.064069 4.715457  -0.323
H 4.544678 -0.328568 4.837044  0.017
H 3.991586 -1.209522 6.311814  0.025
H 3.590231 0.544006 6.094646  0.017
H 2.660947 -2.934208 6.052656  0.013
H 1.049146 -3.135621 5.257127  0.021
H 2.568253 -3.374944 4.309346  0.007
H 1.295257 -1.800895 7.417284  0.088
H -0.304220 -0.928244 9.105738  0.103
H -1.566012 1.176707 8.632791  0.099
H -1.249925 2.397755 6.493520  0.087
H -0.716581 3.953941 4.790670  0.017
H -1.080843 3.554273 3.078059  0.012
H -1.869416 2.620828 4.384976  0.020
H 1.457280 3.774619 5.411810  0.022
H 2.687483 2.462314 5.211343  0.003
H 2.353406 3.594285 3.857577  0.020

Atomic forces in eV per Å
C 0.192 -0.134 -0.243
C 0.322 -0.303 0.222
C 0.209 -0.205 0.203
H 0.086 -0.431 0.038
C 0.157 0.161 0.045
C -0.121 0.219 -0.294
H -0.287 0.213 -0.247
H 0.073 -0.254 -0.387
H 0.142 -0.052 0.333
H 0.043 0.256 0.105
Ba -1.172 0.879 0.660
Si -1.350 -0.562 1.617
C -0.936 0.135 0.432
C -0.063 -0.138 -0.126
H -0.425 -0.307 -0.004
C 0.316 -0.075 0.144
H 0.090 -0.486 0.088
C 0.048 -0.253 -0.010
H 0.366 -0.249 -0.076
C 0.214 0.313 0.231
H 0.225 0.158 0.152
C -0.271 0.160 -0.482
H -0.067 -0.085 -0.392
C 0.306 0.735 -2.385
C -1.422 1.704 1.366
H 0.097 0.254 0.085
C -0.541 -0.827 0.259
H 0.054 0.264 0.191
C -1.046 -0.173 0.210
H 0.169 0.267 -0.067
C 1.166 0.315 0.931
H 0.468 0.090 -0.601
C 0.993 -1.590 2.506
H -0.093 -0.003 -0.243
H 0.004 -0.028 0.045
Si 1.829 2.236 -3.772
C -0.051 -0.164 -0.007
C -0.042 -0.092 -0.361
H 0.047 0.001 -0.175
C 0.177 -0.104 0.411
H -0.055 0.052 0.076
C 0.099 0.040 0.268
H -0.029 0.436 0.296
C 0.018 0.127 -0.229
H -0.138 0.268 -0.015
C 0.170 -0.469 -0.159
H -0.039 -0.081 -0.021
C -0.437 -1.168 1.069
C 0.227 0.484 -0.327
H 0.122 0.217 -0.161
C -0.421 -0.055 -0.101
H 0.237 0.093 0.105
C 0.125 -0.740 0.166
H 0.081 -0.279 0.189
C -0.055 0.101 -0.043
H -0.058 -0.130 0.124
C -0.032 0.425 -0.263
H -0.161 0.040 -0.111
H 0.208 -1.007 -0.969
Cl 0.516 -0.118 -0.309
C 0.394 -0.010 -0.412
As -1.006 0.173 0.929
C 0.131 0.294 -0.226
C 0.101 0.240 -0.319
C -0.511 0.306 0.286
C 0.146 0.082 -0.251
C -0.011 0.141 -0.141
C 0.076 -0.590 0.510
C 0.499 -0.104 -0.386
As -0.404 -0.465 0.381
C 0.132 0.095 -0.302
C 0.062 0.171 -0.198
H -0.008 0.021 0.418
H -0.036 0.394 -0.168
H 0.079 -0.382 -0.179
H -0.161 -0.305 -0.165
H 0.187 -0.060 -0.009
H -0.017 -0.175 0.293
H -0.148 0.108 -0.011
H 0.017 0.256 -0.334
H 0.146 -0.126 -0.122
H 0.169 -0.342 0.142
H -0.255 -0.080 -0.102
H -0.120 0.059 0.284
H 0.083 0.163 -0.109
H 0.290 -0.161 -0.051
H -0.135 0.254 -0.116
H 0.018 -0.041 0.369

---

(2)
# C4H12

A 2-piece molecular cluster, C4H12 overall (ωB97M-V/def2-TZVPD, OMol25).

Energy relative to the best compared isomer or geometry (same formula, charge and spin) = 0.555 eV
Multiplicity = 1
Orbital gap = 0.4549 hartree
Largest force on an atom = 2.0 eV Å⁻¹
E_tot = -4341.973 eV
SMILES = CC.CC

Last column: natural (NBO) charge in e.
Atoms and positions in Å:
C -0.588754 -0.695697 1.568361  -0.618
C -0.487191 0.549405 2.419594  -0.629
H -1.129339 -1.520149 2.079785  0.205
H -1.031121 -0.555141 0.588799  0.212
H 0.407670 -1.092173 1.413912  0.205
H 0.454397 0.817456 2.933744  0.210
H -1.060241 0.395015 3.335893  0.207
H -0.843294 1.452404 1.914510  0.208
C 0.645827 -0.507783 -1.614029  -0.611
C 0.411170 0.702010 -2.522895  -0.617
H -0.215331 -1.157131 -1.468753  0.204
H 1.367111 -1.215706 -2.032573  0.199
H 1.087849 -0.247933 -0.656022  0.203
H 0.153470 1.500136 -1.810627  0.201
H -0.486746 0.561882 -3.119215  0.210
H 1.314526 1.013409 -3.030481  0.211

Atomic forces in eV per Å
C 0.559 -1.091 0.423
C -0.398 0.800 1.412
H 0.115 0.616 -0.268
H -0.126 0.207 0.060
H 0.206 -0.206 -0.316
H 0.261 -0.458 -1.071
H -0.698 0.272 -0.216
H -0.013 -0.156 0.161
C 0.899 -1.045 -0.563
C -0.633 0.127 1.900
H -0.339 0.432 0.216
H 0.130 0.134 -0.299
H -0.255 0.186 0.103
H 0.014 0.209 -0.483
H 0.395 0.033 -0.580
H -0.119 -0.061 -0.480